1.
Entry from the Open Molecules 2025 dataset: a gas-phase ion, C23H25Cl2 (charge +1) in a non-equilibrium geometry (the ωB97M-V functional and the def2-TZVPD basis).

Values from the calculation:
* charge: +1
* HOMO level: -11.11 eV
* LUMO: -5.572 eV
* frontier orbital gap: 5.5 eV

Positions of all 50 atoms, in Å:
C -1.066633 -0.913089 3.532469
H 2.452343 -1.122854 -2.292346
C -1.185014 -4.594226 -1.861188
C -1.549206 -3.322125 -1.167120
C -0.205799 -7.304456 -2.558168
H -3.026781 -5.568584 -1.589902
H -0.793535 -1.852248 4.007983
H -4.016354 -2.380141 2.369915
H -0.219764 -4.658760 -2.398235
H -1.051685 1.285913 -1.447587
H -0.628650 -3.522511 0.777715
H 1.097537 -3.188757 -2.031567
C -0.763865 -9.642536 -2.900881
H -2.392150 -4.055039 0.721612
C -2.052023 -2.109628 1.452449
H 1.246928 -8.828485 -3.104076
H -2.415027 -0.791001 -1.293995
Cl 1.739797 1.617650 -1.947756
C -0.557727 1.601420 4.077363
H -2.069208 -0.610314 3.840036
C 0.611571 -2.211237 -1.933930
C -2.117753 -9.377344 -2.583558
C 1.200761 -0.119102 4.258995
H -2.840716 -10.198452 -2.627417
C -1.673846 -3.221305 0.647012
C -1.349745 -0.850863 -1.505170
C -3.492865 -1.772483 1.629893
H 1.568719 -1.128485 4.202169
H -2.648979 -3.175363 -1.244267
H 1.909993 0.635807 4.565310
C -1.559195 -7.024790 -2.261206
H 0.538730 -6.508368 -2.544474
H -0.343651 2.031177 5.068618
C 0.774995 0.193022 -1.866282
C -1.075101 -1.140146 1.989718
C 1.388848 -1.051679 -2.045867
H -1.636002 1.702482 3.885503
Cl -0.258321 -11.237655 -3.223302
H -0.024467 2.270520 3.367278
H -3.680337 -0.721005 1.842472
C 0.200769 -8.610394 -2.856547
H -4.066521 -1.962912 0.726722
C -0.755182 -2.120810 -1.582928
H -0.074351 -1.402051 1.703827
C -0.097896 0.164218 3.994002
C -0.596517 0.306083 -1.578828
C -2.501197 -8.067806 -2.303255
C -1.985138 -5.690168 -1.889024
H -3.549919 -7.855098 -2.099687
H -1.245391 -0.162135 1.521749

Forces on atoms 1 to 2 (eV/Å):
C -0.2 0.2 0.2
H -0.4 0.1 0.1

***

2.
Entry from the Open Molecules 2025 dataset: 5 unconnected molecules or ions with the total composition C6H21NO5 in a non-equilibrium geometry (the ωB97M-V functional and the def2-TZVPD basis).

Values from the calculation:
* SMILES: CCN(CC)CC=O.O.O.O.O
* charge: 0
* HOMO level: -8.59 eV
* LUMO: 0.385 eV
* frontier orbital gap: 9.0 eV

Positions of all 33 atoms, in Å:
O -1.763338 2.536587 -2.418976
H -2.068185 0.177030 0.828233
O 2.070303 1.412425 2.563076
C -1.305790 -0.709432 -1.622774
H 1.317096 2.937024 1.727656
H -1.142712 0.348600 2.303999
O 1.048283 3.729812 1.192726
H 2.993882 1.282239 2.306572
H 1.318087 -2.736757 0.976784
C 1.729497 -1.403523 -0.675914
C -0.944927 -1.612343 1.378574
H -0.336043 0.411640 0.738750
H -0.244338 -1.855752 2.178675
C -1.124637 -0.088588 1.302918
H -2.343645 -2.386336 -0.795251
H 1.598974 -1.362287 -1.758756
H 1.585190 0.694431 2.131428
H 1.029950 -3.427343 -0.594183
H 0.824038 2.745192 -0.356637
C 0.920059 -2.504199 -0.013611
H -1.904597 -2.035748 1.697772
H 1.502611 -0.407695 -0.296215
H -0.992096 -2.801645 -1.795746
O -2.322435 -0.180770 -2.017723
N -0.526905 -2.333684 0.181861
H -2.011205 1.581325 -2.423468
H -0.089072 2.367297 -1.627259
H -0.345103 -0.179231 -1.676450
H 1.769384 4.356340 1.195637
H 2.804920 -1.575378 -0.571041
C -1.310081 -2.098446 -1.016775
O 0.703944 2.120681 -1.103222
H -2.441107 2.998534 -1.940661

Forces on atoms 1 to 2 (eV/Å):
O 0.5 -0.8 -0.5
H 0.0 0.0 -0.1

***

3.
Entry from the Open Molecules 2025 dataset: C6H9Cl in the gas phase in a non-equilibrium geometry (the ωB97M-V functional and the def2-TZVPD basis).

Values from the calculation:
* SMILES: C=C[C@@H](C)/C=C\Cl
* charge: 0
* HOMO level: -9.46 eV
* LUMO: 0.947 eV
* frontier orbital gap: 10.4 eV

Positions of all 16 atoms, in Å:
C -2.075449 0.064982 0.206040
H 2.112920 1.181676 -0.726350
H 0.158538 2.391429 -0.816024
H 2.384347 -1.147415 -0.892205
C 0.017730 1.465626 -0.190782
H 0.974267 2.337420 1.546215
C 1.416023 -0.685599 -0.504289
Cl 0.325887 -1.971590 -0.042031
H -1.560821 0.903792 -1.650850
H -0.807317 2.480455 1.666509
C 1.268610 0.623723 -0.417508
H 0.037865 0.987910 1.770481
C -1.316239 0.767483 -0.566332
H -1.894921 -0.119455 1.248976
C 0.041425 1.900643 1.253251
H -3.057578 -0.319949 -0.114504

Forces on atoms 1 to 2 (eV/Å):
C -2.3 -0.8 1.0
H 0.9 0.5 -0.2

***

4.
Entry from the Open Molecules 2025 dataset: a molecular structure, C27H27BaN2OS4 in a non-equilibrium geometry (the ωB97M-V functional and the def2-TZVPD basis).

Values from the calculation:
* charge: -1
* HOMO level: -3.54 eV
* LUMO: 1.563 eV
* frontier orbital gap: 5.1 eV

Positions of all 62 atoms, in Å:
S -2.657144 -5.167499 -1.400186
H -4.730440 0.759312 -2.437772
C 3.409445 -1.310123 3.389169
H -4.845935 -0.091666 1.614102
C -2.090572 2.645611 -2.757622
C -2.881969 1.017535 2.771306
C 2.277614 -0.710552 2.822795
H -1.892851 3.383288 3.042528
H 2.192169 0.841789 -3.355206
C -4.349956 -0.288585 0.664634
H -0.273188 3.026415 2.435193
O -3.434123 -7.150002 0.158619
C 3.364547 -1.803069 4.678719
S -1.629138 -2.432348 -1.851302
C 2.190808 -1.720743 5.419617
N 2.246713 -0.207395 1.500098
C -2.021156 -3.590967 0.649267
C 3.515011 0.524269 -0.278660
C 5.118849 1.497699 -1.796303
H 4.392411 1.771573 -3.799984
C -3.384362 0.817087 0.320412
N 3.379293 0.079729 1.035503
C -2.058757 -3.645815 -0.704531
C -1.263496 3.399092 2.155570
C 2.898961 0.892806 -2.528543
H -2.966909 2.412180 -3.357517
C 1.061743 -1.148787 4.854289
C -3.766441 0.342465 -2.124767
C -2.999180 -6.019868 0.098284
H -2.043148 1.325549 3.392736
H -2.917731 -0.072330 2.788823
H 0.216904 -0.210535 3.112934
C -1.882374 2.577758 1.043901
S -2.587846 -5.044368 1.501303
Ba 0.277901 -0.812063 -0.275959
H 6.102501 1.901167 -2.002926
H 0.100178 4.116057 0.145522
H 5.521936 1.054531 0.272576
H -3.820262 -1.242339 0.755616
C -2.720766 1.499116 1.347700
H -1.158199 4.439432 1.852448
H 4.245068 -2.265708 5.106909
C -1.643422 2.919822 -0.291998
H 2.153848 -2.122071 6.424202
C -0.654730 4.014943 -0.631210
C 4.802451 1.033481 -0.538712
C 4.156715 1.423409 -2.799200
C -3.144796 1.156321 -1.014078
H -0.130831 3.789196 -1.558336
H 4.304356 -1.387542 2.790049
S -1.488897 -2.300173 1.659141
H -1.152986 4.982596 -0.749383
H -1.918878 3.718027 -2.831794
H -1.231597 2.133852 -3.202975
H -3.111376 0.301956 -2.991966
H -5.119084 -0.394954 -0.097606
H 0.139374 -1.109960 5.419125
C 2.512430 0.422246 -1.268283
C -2.294867 2.226304 -1.318010
H -3.918710 -0.685318 -1.810103
H -3.801927 1.396720 3.227687
C 1.099418 -0.649253 3.564450

Forces on atoms 1 to 2 (eV/Å):
S 0.0 0.2 0.0
H 0.0 0.0 0.0